No. 1
ORCA calculation (ωB97M-V/def2-TZVPD) on C54H53GaNO8S as an isolated structure.

## Properties
Net charge: -1
Lowest unoccupied orbital energy, hartree: 0.005
HOMO-LUMO gap, eV: 4.2
Molar mass, g mol⁻¹: 945.8

Structure (XYZ):
```
118
Properties=species:S:1:pos:R:3:mulliken_charge:R:1
C 1.0743 -3.6886 -3.2284 -1.28
C 1.8316 -5.0591 -3.0367 0.59
C 0.8834 -6.2084 -2.5437 -0.87
C 1.5915 -7.1952 -1.5670 -0.30
C 2.8868 -7.8661 -2.1506 -0.80
C 4.0179 -7.7816 -1.0495 -0.73
C 4.8617 -6.4584 -1.2297 -0.13
Ga 5.0726 -5.3274 0.4741 -1.00
C 5.3132 -6.4620 2.1832 -0.39
N 3.9878 -7.0514 2.6235 -0.74
C 3.5266 -3.9969 0.8086 0.37
C 4.1258 -2.6109 1.1766 -0.70
C 3.1125 -1.5857 1.7756 -0.31
S 2.3024 -2.1027 3.3444 -0.32
C 6.8148 -4.1970 0.2050 -0.55
O 6.6119 -3.3493 -0.9780 -0.25
O 6.8975 -4.1034 -2.1271 -0.41
H 1.8004 -2.8925 -2.9735 0.32
H 0.7532 -3.5360 -4.2748 0.39
H 0.2264 -3.6076 -2.5270 0.22
H 2.2258 -5.3817 -4.0191 0.36
H 2.6575 -4.8631 -2.3329 -0.45
H 0.0518 -5.7253 -1.9899 0.39
H 0.4737 -6.7344 -3.4293 0.25
H 1.8096 -6.6978 -0.6021 0.11
H 0.8789 -8.0156 -1.3364 0.35
H 3.2575 -7.3726 -3.0683 0.33
H 2.6658 -8.9327 -2.3663 0.42
H 4.6881 -8.6449 -1.2643 0.36
H 3.6152 -7.9198 -0.0324 0.19
H 5.8862 -6.7906 -1.5154 0.46
H 4.5019 -5.8670 -2.1035 0.01
H 5.6209 -5.7893 3.0147 0.26
H 6.0532 -7.2737 2.0151 0.34
H 3.2662 -6.7033 1.9979 0.29
H 4.0092 -8.0552 2.4799 0.26
H 2.7657 -3.9538 0.0027 0.08
H 2.9876 -4.3713 1.7146 -0.11
H 5.0295 -2.6752 1.8117 0.14
H 4.4863 -2.1625 0.2231 0.27
H 2.3643 -1.2592 1.0349 0.07
H 3.6952 -0.6730 2.0326 0.40
H 2.1213 -3.4569 3.3312 0.14
H 7.6191 -4.9205 -0.0458 0.39
H 7.0435 -3.5901 1.0968 0.29
H 6.0808 -4.2724 -2.6146 0.31
C 0.9433 0.9738 1.6425 -0.50
C 1.3998 2.2827 1.7693 -0.76
C 1.0617 3.2340 0.8173 -0.32
C 0.2734 2.8771 -0.2736 0.11
C -0.1648 1.5582 -0.4129 0.38
C 0.1632 0.6116 0.5537 -1.01
C -0.9643 1.1492 -1.5929 0.69
O -1.3519 0.0038 -1.7145 -0.74
C -1.2789 2.1646 -2.6274 -0.01
C -1.9818 1.7852 -3.7675 -0.43
C -2.2936 2.7288 -4.7352 -0.59
C -1.9125 4.0566 -4.5644 -0.54
C -1.2075 4.4385 -3.4327 -0.44
C -0.8806 3.4920 -2.4652 0.18
C -0.0972 3.9052 -1.2750 0.59
O 0.2385 5.0670 -1.1267 -0.69
H 1.2006 0.2318 2.3906 0.66
H 2.0191 2.5610 2.6132 0.46
H 1.4153 4.2515 0.9241 0.49
H -0.1851 -0.4091 0.4546 0.68
H -2.2823 0.7541 -3.9014 0.54
H -2.8362 2.4306 -5.6235 0.41
H -2.1629 4.7935 -5.3175 0.40
H -0.9088 5.4705 -3.3044 0.47
C -9.8894 -1.2689 -4.1777 -0.45
C -9.6661 0.0914 -4.3714 -0.47
C -8.5953 0.7159 -3.7494 -0.53
C -7.7490 -0.0157 -2.9209 0.22
C -7.9868 -1.3739 -2.7083 0.16
C -9.0530 -2.0006 -3.3480 -0.58
C -7.1227 -2.1583 -1.7901 0.61
O -7.3294 -3.3432 -1.6095 -0.67
C -6.0115 -1.4666 -1.0942 0.26
C -5.2250 -2.1722 -0.1873 -0.69
C -4.1741 -1.5379 0.4593 -0.64
C -3.8990 -0.1994 0.1971 -0.30
C -4.6821 0.5096 -0.7011 -0.64
C -5.7458 -0.1182 -1.3426 0.15
C -6.5960 0.6598 -2.2748 0.55
O -6.3592 1.8311 -2.5042 -0.69
H -10.7206 -1.7572 -4.6711 0.40
H -10.3272 0.6640 -5.0100 0.40
H -8.4205 1.7724 -3.9055 0.47
H -9.2315 -3.0567 -3.1948 0.47
H -5.4339 -3.2141 0.0164 0.48
H -3.5662 -2.0873 1.1671 0.45
H -3.0735 0.2921 0.6968 0.49
H -4.4675 1.5519 -0.9000 0.53
C -1.9414 9.7038 6.6105 -0.46
C -0.9504 9.3511 7.5223 -0.46
C 0.2130 8.7378 7.0824 -0.55
C 0.3856 8.4637 5.7285 0.17
C -0.6179 8.7961 4.8178 0.17
C -1.7771 9.4269 5.2616 -0.54
C -0.4710 8.4677 3.3775 0.49
O -1.3443 8.7621 2.5844 -0.67
C 0.7569 7.7674 2.9284 0.09
C 0.8871 7.4009 1.5914 -0.34
C 2.0367 6.7571 1.1578 -0.56
C 3.0653 6.4845 2.0561 -0.24
C 2.9388 6.8426 3.3905 -0.85
C 1.7809 7.4765 3.8326 0.13
C 1.6425 7.8231 5.2676 0.73
O 2.5383 7.5835 6.0547 -0.67
H -2.8456 10.1906 6.9544 0.39
H -1.0856 9.5569 8.5768 0.39
H 0.9843 8.4691 7.7923 0.47
H -2.5511 9.6972 4.5554 0.47
H 0.0914 7.6129 0.8895 0.50
H 2.1324 6.4679 0.1189 0.39
H 3.9651 5.9874 1.7147 0.45
H 3.7378 6.6250 4.0870 0.47
```

No. 2
ORCA calculation (ωB97M-V/def2-TZVPD) on a 2-piece molecular cluster, C12H28FO7PS overall.

## Properties
Lowest unoccupied orbital energy, hartree: 0.020
Structure (SMILES): O=[P@@](O)(OCCCF)OCCCS.COCCOCCOC
HOMO-LUMO gap, eV: 9.6
Molar mass, g mol⁻¹: 366.4

Structure (XYZ):
```
50
Properties=species:S:1:pos:R:3:nbo_charge:R:1
O 0.3783 -1.8548 3.1397 -1.08
P 0.4480 -0.5410 2.5118 2.57
O 0.8782 -0.5770 0.9631 -1.01
O -0.9480 0.2097 2.4773 -0.82
C -1.1826 1.5587 2.8733 -0.05
C -2.6786 1.7667 3.0266 -0.46
C -3.0348 3.2346 2.9302 0.06
F -2.9458 3.6624 1.6015 -0.37
O 1.5121 0.4348 3.1574 -0.84
C 2.1664 1.5184 2.4583 -0.07
C 2.1338 2.7902 3.2722 -0.44
C 2.8059 2.7341 4.6611 -0.53
S 4.0872 1.4727 4.9065 -0.04
H 0.9575 -1.5024 0.6872 0.52
H -0.6728 1.7529 3.8196 0.18
H -0.7912 2.2390 2.1106 0.18
H -3.2017 1.2138 2.2448 0.23
H -3.0153 1.3984 3.9986 0.22
H -2.3455 3.8539 3.5146 0.16
H -4.0505 3.4277 3.2796 0.18
H 3.1989 1.2015 2.3123 0.21
H 1.7231 1.6674 1.4739 0.20
H 2.6126 3.5618 2.6621 0.22
H 1.1010 3.1160 3.4071 0.21
H 2.0489 2.6301 5.4358 0.22
H 3.3119 3.6796 4.8552 0.23
H 3.3004 0.5235 5.4225 0.14
C -2.0368 -1.8844 -1.0963 -0.24
O -1.8797 -1.3716 -2.4004 -0.55
C -0.9510 -0.3147 -2.5332 -0.09
C 0.1861 -0.6277 -3.4832 -0.09
O 1.0246 -1.6964 -3.0877 -0.55
C 0.5540 -3.0240 -3.2217 -0.09
C 0.4831 -3.5531 -4.6381 -0.09
O -0.4797 -2.8937 -5.4340 -0.55
C -0.0088 -2.3274 -6.6361 -0.25
H -2.8937 -1.4261 -0.5930 0.17
H -2.2094 -2.9597 -1.1606 0.18
H -1.1448 -1.7085 -0.4906 0.16
H -0.5411 -0.0356 -1.5563 0.18
H -1.4731 0.5627 -2.9358 0.18
H 0.8381 0.2507 -3.4683 0.18
H -0.1774 -0.7503 -4.5052 0.18
H -0.3970 -3.1735 -2.7064 0.18
H 1.3074 -3.6313 -2.7119 0.18
H 0.2100 -4.6137 -4.5642 0.18
H 1.4744 -3.4988 -5.1010 0.17
H 1.0390 -2.0232 -6.5568 0.17
H -0.6098 -1.4432 -6.8518 0.19
H -0.1117 -3.0291 -7.4703 0.17
```

No. 3
ORCA calculation (ωB97M-V/def2-TZVPD) on a 7-piece molecular cluster, C28H70O14 overall.

## Properties
Relative energy (zero: lowest compared OMol25 entry of this formula, charge and spin), kcal/mol: 212.2
Lowest unoccupied orbital energy, hartree: 0.018
Structure (SMILES): COCCOC.COCCOC.COCCOC.COCCOC.COCCOC.COCCOC.COCCOC
HOMO-LUMO gap, eV: 9.9
Molar mass, g mol⁻¹: 630.9

Structure (XYZ):
```
112
Properties=species:S:1:pos:R:3:mulliken_charge:R:1
C 16.3069 5.7641 9.5524 -0.70
O 15.6438 4.8552 10.4378 -0.36
C 14.9540 3.7735 9.9340 -0.35
C 15.2105 2.5668 10.8276 -0.47
O 14.1216 1.6528 10.6041 -0.26
C 13.9934 0.6074 11.5370 -0.84
H 15.5816 5.9452 8.7592 0.33
H 17.2426 5.4603 9.0831 0.29
H 16.5558 6.6862 10.0778 0.25
H 15.4049 3.5193 8.9748 0.29
H 13.8849 3.9441 9.8072 0.29
H 15.2497 2.8270 11.8854 0.35
H 16.1250 2.0770 10.4931 0.24
H 13.8423 0.9696 12.5539 0.33
H 14.8136 -0.0986 11.6669 0.32
H 13.0343 0.0974 11.4467 0.31
C -0.6779 12.8006 11.1038 -0.60
O -0.7477 14.0475 10.4529 -0.35
C -1.8873 14.8738 10.6673 -0.52
C -3.0789 14.4640 9.7334 -0.47
O -3.0402 14.7626 8.3217 -0.36
C -1.9718 14.2548 7.6521 -0.66
H -1.2903 12.1110 10.5230 0.25
H -1.0444 12.9620 12.1176 0.29
H 0.3481 12.4338 11.0726 0.21
H -1.5973 15.8873 10.3900 0.26
H -2.0042 14.8242 11.7498 0.44
H -3.8719 15.1594 10.0085 0.31
H -3.4941 13.4904 9.9936 0.36
H -0.9822 14.6031 7.9478 0.25
H -2.1292 14.3523 6.5779 0.32
H -2.1137 13.1753 7.7031 0.27
C 1.4060 16.9267 18.1648 -0.68
O 2.7455 17.4180 18.0274 -0.34
C 3.6893 16.6743 18.7213 -0.56
C 3.8232 15.2362 18.1504 -0.52
O 4.2712 15.2994 16.7474 -0.32
C 3.8151 14.1683 16.0353 -0.77
H 1.2124 15.9876 17.6464 0.22
H 0.7070 17.6457 17.7375 0.26
H 1.0834 16.7715 19.1943 0.32
H 3.3592 16.6582 19.7600 0.39
H 4.6774 17.1323 18.6779 0.32
H 2.9952 14.5464 18.3136 0.45
H 4.6648 14.8537 18.7278 0.31
H 2.7313 14.2464 15.9493 0.31
H 3.7211 13.2217 16.5675 0.34
H 4.3635 13.9324 15.1233 0.28
C -3.2249 6.5966 10.4654 -0.73
O -2.9710 5.6913 9.3162 -0.32
C -2.3801 6.4278 8.2001 -0.45
C -2.0487 5.3901 7.0951 -0.54
O -0.9997 4.5134 7.4147 -0.35
C -1.2050 3.4303 8.2967 -0.60
H -3.6024 5.9261 11.2374 0.23
H -4.0298 7.2946 10.2352 0.28
H -2.2240 6.9122 10.7597 0.33
H -1.5071 7.0004 8.5133 0.34
H -3.1908 7.1214 7.9767 0.39
H -1.7526 6.0128 6.2509 0.31
H -2.9392 4.8390 6.7930 0.35
H -1.9975 2.7774 7.9309 0.28
H -1.4401 3.7806 9.3017 0.23
H -0.3472 2.7595 8.3444 0.25
C 9.6723 -4.1254 3.7795 -0.73
O 10.5349 -3.0778 4.1780 -0.30
C 11.0324 -3.3207 5.4935 -0.39
C 11.9878 -2.2029 5.9026 -0.54
O 13.0024 -1.8414 4.9611 -0.39
C 12.6044 -1.0706 3.9144 -0.63
H 10.1296 -5.0716 4.0688 0.30
H 9.3461 -4.2268 2.7444 0.28
H 8.6971 -4.0218 4.2552 0.28
H 11.5154 -4.2848 5.6529 0.34
H 10.1308 -3.3847 6.1026 0.36
H 12.5379 -2.6036 6.7540 0.30
H 11.4105 -1.3418 6.2392 0.35
H 12.4332 -1.6984 3.0400 0.22
H 13.3218 -0.3303 3.5604 0.26
H 11.6514 -0.5759 4.1017 0.29
C 8.7845 -4.8970 15.6901 -0.86
O 8.2090 -3.6978 15.1661 -0.28
C 9.0071 -2.5938 15.4737 -0.48
C 8.3490 -1.2813 14.9241 -0.64
O 8.2187 -1.1069 13.5096 -0.35
C 7.3454 -1.9992 12.8867 -0.62
H 8.0843 -5.7209 15.8276 0.29
H 9.1297 -4.8617 16.7234 0.33
H 9.6714 -5.2600 15.1708 0.33
H 10.0296 -2.6474 15.1000 0.34
H 9.1250 -2.4465 16.5473 0.41
H 8.9928 -0.5412 15.3994 0.35
H 7.4097 -1.1051 15.4483 0.39
H 7.7763 -3.0000 12.8558 0.23
H 7.1707 -1.7353 11.8437 0.24
H 6.3780 -2.0714 13.3836 0.31
C 7.4288 4.5406 8.3329 -0.75
O 6.4076 5.5301 8.1337 -0.31
C 5.8827 5.8345 9.4142 -0.43
C 4.7134 6.8634 9.3368 -0.43
O 5.1323 8.1231 9.9482 -0.41
C 6.3631 8.6794 9.5373 -0.63
H 6.9879 3.6037 8.6734 0.31
H 8.2533 4.7715 9.0074 0.32
H 7.8686 4.3424 7.3554 0.27
H 6.6168 6.2171 10.1232 0.38
H 5.3483 4.9570 9.7782 0.34
H 3.7582 6.6457 9.8145 0.26
H 4.4473 7.2060 8.3368 0.31
H 6.3426 9.7317 9.8209 0.26
H 6.3935 8.6706 8.4477 0.31
H 7.2560 8.1390 9.8516 0.21
```

No. 4
ORCA calculation (ωB97M-V/def2-TZVPD) on C39H42N4O2Pt as an isolated structure.

## Properties
Net charge: -2
Lowest unoccupied orbital energy (spin up / spin down), hartree: 0.161 / 0.161
HOMO-LUMO gap (spin up / spin down), eV: 2.7 / 5.4
Molar mass, g mol⁻¹: 793.9
Multiplicity: 3

Structure (XYZ):
```
88
Properties=species:S:1:pos:R:3:mulliken_charge:R:1
Pt -0.5920 -1.2295 0.0967 1.53
O -0.6127 -1.4519 -1.9374 -0.70
C 0.5116 -1.5304 -2.7250 3.33
C 1.6716 -0.6098 -2.2676 -1.13
C 2.3461 -0.9628 -0.9735 0.30
C 3.7082 -1.0981 -0.9519 -0.61
C 4.4041 -1.3363 0.2648 -1.51
C 3.5873 -1.4816 1.4165 -0.41
C 2.2256 -1.3823 1.3337 0.86
C 1.3865 -1.7104 2.5336 -2.41
C 0.2743 -0.6978 2.8845 2.20
O -0.8362 -0.8640 2.1001 -0.67
C 0.7878 0.7602 2.8668 0.45
C -0.1222 1.7649 2.5602 -0.18
C 0.2211 3.1044 2.6644 -0.56
C 1.4942 3.4669 3.0908 -0.68
C 2.4143 2.4707 3.3880 -0.88
C 2.0678 1.1293 3.2676 -0.36
C -0.1633 -0.8964 4.3632 -0.29
C -1.5215 -0.7989 4.6589 -0.13
C -1.9904 -0.9344 5.9581 -0.95
C -1.1081 -1.1805 7.0029 -0.37
C 0.2479 -1.2658 6.7234 -1.07
C 0.7135 -1.1142 5.4220 -0.01
N 1.5625 -1.0726 0.1575 0.17
C 1.0704 -2.9631 -2.8359 -0.73
C 0.8414 -3.8656 -1.8028 -0.12
C 1.2937 -5.1747 -1.8980 -0.97
C 1.9769 -5.6032 -3.0301 -0.38
C 2.2320 -4.7021 -4.0551 -0.95
C 1.7879 -3.3903 -3.9509 -0.12
C 0.0047 -1.0847 -4.1136 -0.74
C -1.0397 -1.8236 -4.6754 -0.31
C -1.6539 -1.4299 -5.8502 -0.80
C -1.2467 -0.2656 -6.4966 -0.32
C -0.2174 0.4810 -5.9479 -0.94
C 0.4053 0.0712 -4.7699 0.07
H 1.2406 0.3945 -2.1789 -0.22
H 2.4426 -0.5980 -3.0425 0.40
H 4.2546 -1.0019 -1.8847 0.37
H 5.4833 -1.4053 0.3082 0.33
H 4.0363 -1.7022 2.3809 0.35
H 2.0561 -1.8937 3.3745 0.25
H 0.8324 -2.6370 2.3422 0.48
H -1.1020 1.4520 2.2267 0.40
H -0.5067 3.8708 2.4174 0.45
H 1.7681 4.5117 3.1875 0.38
H 3.4105 2.7416 3.7213 0.38
H 2.8085 0.3679 3.4804 0.25
H -2.1931 -0.6300 3.8262 0.37
H -3.0539 -0.8569 6.1591 0.38
H -1.4704 -1.2991 8.0178 0.36
H 0.9521 -1.4589 7.5259 0.37
H 1.7814 -1.1541 5.2466 0.22
H 0.2771 -3.5243 -0.9407 0.27
H 1.1093 -5.8673 -1.0846 0.40
H 2.3086 -6.6326 -3.1159 0.35
H 2.7744 -5.0230 -4.9383 0.36
H 1.9833 -2.6933 -4.7596 0.39
H -1.3748 -2.7110 -4.1517 0.43
H -2.4623 -2.0231 -6.2639 0.36
H -1.7326 0.0530 -7.4119 0.37
H 0.1043 1.3968 -6.4321 0.37
H 1.2095 0.6764 -4.3726 0.31
C -2.4871 -1.6979 0.0599 -1.36
H -3.0054 -1.9496 -0.8692 0.25
H -3.1191 -1.7588 0.9524 0.33
C -0.1744 2.5025 -1.5974 -0.92
N -1.1863 3.4085 -1.0628 0.23
C -0.6262 4.6685 -0.6059 -1.26
C -2.1561 2.7813 -0.2715 0.17
N -2.0905 1.5382 -0.0668 -0.16
N -3.1656 3.6767 0.1916 0.18
C -4.0440 3.1355 1.2041 -1.16
C -3.8889 4.3873 -0.8475 -1.24
H 0.2792 2.9627 -2.4798 0.19
H -0.6421 1.5566 -1.8612 0.26
H 0.6038 2.2897 -0.8540 0.39
H 0.2313 4.5033 0.0585 0.30
H -1.3736 5.2438 -0.0645 0.44
H -0.2853 5.2504 -1.4672 0.29
H -2.8710 1.0872 0.3953 0.20
H -3.4667 2.5592 1.9249 0.34
H -4.8275 2.4872 0.7834 0.36
H -4.5319 3.9613 1.7289 0.32
H -3.2108 4.6494 -1.6556 0.38
H -4.3301 5.3019 -0.4390 0.34
H -4.7018 3.7737 -1.2655 0.37
```

no.,calculated total energy (eV)
1,-137937.7344
2,-50072.9880
3,-58822.8943
4,-54424.2959